1.
Computed, not measured: a molecular structure, C38H35ClIrN2Si2 at a distorted geometry, with the ωB97M-V functional and the def2-TZVPD basis.

Each line ends with the Mulliken spin population.
Element x y z (Å)
C  -2.156  -0.831  5.016  0.394
C  -2.554  -0.168  3.826  0.329
C  -2.121  -0.987  2.698  0.056
H  -3.207  0.707  3.758  0.010
C  -1.276  -2.065  3.266  0.149
C  -1.371  -1.951  4.702  0.415
H  -0.962  -2.668  5.412  -0.004
H  -2.450  -0.534  6.023  0.009
H  -2.544  -0.983  1.702  0.066
H  -0.916  -2.926  2.712  0.019
Ir  -0.273  -0.195  2.912  2.303
Si  0.166  -0.212  0.661  0.493
C  -0.619  1.337  -0.083  0.108
C  0.053  2.125  -1.027  0.031
H  1.080  1.889  -1.301  -0.003
C  -0.576  3.191  -1.666  0.009
H  -0.057  3.741  -2.455  0.002
C  -1.886  3.544  -1.318  0.042
H  -2.389  4.367  -1.834  0.001
C  -2.529  2.827  -0.310  -0.015
H  -3.533  3.116  0.011  0.001
C  -1.901  1.729  0.295  -0.020
H  -2.439  1.174  1.067  -0.025
C  -0.486  -1.812  -0.086  0.088
C  -1.569  -1.763  -0.970  0.042
H  -2.021  -0.803  -1.232  -0.002
C  -2.079  -2.944  -1.519  -0.007
H  -2.946  -2.890  -2.181  0.002
C  -1.498  -4.175  -1.208  0.076
H  -1.899  -5.094  -1.640  0.001
C  -0.404  -4.226  -0.335  -0.017
H  0.047  -5.187  -0.075  0.001
C  0.106  -3.043  0.215  0.049
H  0.968  -3.088  0.888  -0.006
H  1.621  -0.173  0.429  0.060
Si  2.133  0.111  -4.247  0.000
C  1.542  -1.510  -4.898  0.000
C  0.675  -1.561  -5.998  0.000
H  0.411  -0.643  -6.531  0.000
C  0.125  -2.784  -6.404  0.000
H  -0.554  -2.814  -7.259  0.000
C  0.452  -3.961  -5.717  0.000
H  0.005  -4.913  -6.018  0.000
C  1.370  -3.922  -4.659  0.000
H  1.669  -4.843  -4.152  0.000
C  1.918  -2.701  -4.255  0.000
H  2.630  -2.681  -3.428  0.000
C  1.040  1.459  -4.906  0.000
C  -0.300  1.577  -4.524  0.000
H  -0.725  0.886  -3.792  -0.001
C  -1.107  2.592  -5.061  0.001
H  -2.147  2.682  -4.730  0.000
C  -0.587  3.480  -6.008  0.000
H  -1.219  4.278  -6.413  0.000
C  0.741  3.334  -6.439  0.000
H  1.137  3.998  -7.212  0.000
C  1.549  2.338  -5.884  0.000
H  2.585  2.217  -6.212  0.000
H  3.581  0.349  -4.516  0.001
Cl  2.226  -0.156  -2.200  0.008
N  -0.194  1.805  3.415  0.121
C  0.457  2.017  4.690  -0.028
C  0.420  3.216  5.371  0.017
C  1.160  3.322  6.568  -0.007
C  1.897  2.250  7.060  0.016
C  1.931  1.006  6.377  -0.019
C  2.663  -0.138  6.764  0.048
C  2.551  -1.289  6.001  0.008
C  1.731  -1.346  4.873  0.057
N  1.095  -0.238  4.434  0.120
C  1.162  0.922  5.172  0.002
H  -1.134  2.206  3.428  0.015
H  0.284  2.331  2.679  -0.006
H  -0.172  4.052  4.995  -0.001
H  1.161  4.262  7.123  0.000
H  2.479  2.325  7.979  0.001
H  3.278  -0.098  7.656  0.001
H  3.104  -2.194  6.252  0.001
H  1.598  -2.253  4.275  -0.013

Force components x, y, z for each atom (eV/Å):
C -0.9 1.1 0.7
C -0.2 -0.5 -0.4
C -1.6 -1.4 1.0
H 0.3 -0.4 0.0
C -1.9 -0.1 1.1
C 0.4 -1.4 -1.0
H 0.0 0.3 -0.2
H 0.1 -0.1 -0.3
H 0.0 -0.1 0.1
H 0.1 0.2 0.1
Ir 2.2 0.0 -0.6
Si 0.9 -0.4 -4.1
C 0.2 -0.1 0.4
C 0.5 0.3 -0.3
H -0.3 0.0 0.1
C -0.2 0.0 0.1
H -0.1 -0.2 0.3
C 0.2 -0.2 0.1
H 0.2 -0.3 0.3
C -0.2 -0.1 0.2
H 0.3 -0.1 -0.2
C -0.8 0.5 0.0
H 0.0 0.1 -0.3
C 0.2 0.7 0.2
C -0.6 -0.4 -0.1
H 0.1 -0.3 0.1
C 0.0 0.4 0.0
H 0.3 -0.1 0.1
C 0.1 0.1 0.2
H 0.1 0.3 0.2
C 0.2 0.3 0.1
H -0.1 0.3 -0.2
C -0.2 -0.8 0.0
H -0.2 0.0 -0.2
H 0.3 0.0 0.3
Si 0.8 -0.2 -0.9
C -0.1 -0.3 0.0
C -0.2 -0.4 0.1
H 0.0 -0.3 0.2
C 0.2 0.0 0.1
H 0.2 0.0 0.3
C 0.1 0.3 0.0
H 0.2 0.3 0.1
C 0.0 0.2 -0.1
H -0.1 0.3 -0.2
C -0.4 -0.4 -0.3
H -0.2 0.0 -0.2
C 0.0 0.4 0.0
C -0.2 0.4 -0.2
H 0.1 0.2 -0.2
C 0.2 -0.2 0.1
H 0.4 0.0 -0.2
C 0.2 -0.2 0.1
H 0.3 -0.3 0.1
C -0.2 0.0 0.1
H -0.1 -0.2 0.3
C -0.2 0.0 0.1
H -0.3 0.2 0.1
H -0.4 0.2 -0.2
Cl -0.2 0.1 0.5
N -1.0 2.7 0.9
C -0.2 1.1 0.3
C 0.2 -0.6 0.0
C 0.4 -0.3 0.6
C -0.1 0.2 -0.2
C -0.7 0.4 -0.8
C -0.4 -0.2 -0.5
C 0.4 -0.4 0.4
C -0.2 1.4 -0.4
N 0.9 -1.3 1.6
C 0.9 -0.8 0.6
H 0.2 0.1 0.1
H 0.1 -0.2 -0.1
H 0.3 -0.2 0.1
H 0.0 -0.3 -0.2
H -0.2 0.2 -0.2
H 0.0 -0.1 -0.1
H -0.1 0.3 0.1
H 0.1 0.4 0.3

Results
- HOMO-LUMO gap (spin up / spin down) (eV) = 5.5104 / 2.9791
- lowest unoccupied orbital energy (spin up / spin down) (eV) = -6.53 / -9.71
- total charge = +2
- multiplicity = 6

***

2.
Computed, not measured: a single C5H11N molecule at a distorted geometry, with the ωB97M-V functional and the def2-TZVPD basis.

Each line ends with the natural charge from an NBO analysis.
Element x y z (Å)
C  -1.527  1.213  -0.237  -0.617
C  -1.246  -0.291  -0.118  -0.215
N  0.111  -0.679  -0.360  -0.374
C  0.705  -1.738  0.356  -0.248
C  1.081  -0.377  0.823  -0.179
C  1.654  0.629  -0.387  -0.529
H  -2.588  1.395  -0.022  0.215
H  -0.938  1.795  0.482  0.206
H  -1.321  1.597  -1.242  0.210
H  -1.542  -0.622  0.888  0.154
H  -1.844  -0.826  -0.857  0.194
H  -0.046  -2.291  0.916  0.197
H  1.430  -2.354  -0.165  0.198
H  0.507  -0.077  1.738  0.191
H  2.061  1.420  0.195  0.180
H  1.048  1.131  -1.211  0.201
H  2.405  0.071  -0.946  0.215

Force components x, y, z for each atom (eV/Å):
C 0.1 -0.1 0.0
C -0.6 -0.4 0.1
N -1.5 -1.2 0.1
C -0.2 -0.6 -0.4
C -1.7 1.7 -3.0
C 1.5 0.4 1.4
H 0.2 -0.1 0.0
H -0.1 -0.1 -0.1
H 0.0 -0.1 0.2
H -0.3 -0.1 0.1
H -0.3 0.0 0.1
H 0.5 0.0 0.6
H -0.1 -0.1 -0.1
H 0.8 0.4 -0.9
H 1.3 1.0 0.1
H 0.0 -0.9 1.6
H 0.3 0.1 0.3

Results
- HOMO-LUMO gap (eV) = 9.3302
- SMILES string = CCN1C[C@H]1C
- lowest unoccupied orbital energy (eV) = 1.19
- multiplicity = 1

***

3.
Computed, not measured: 2 unconnected molecules or ions with the total composition C6H6N2O2 at a distorted geometry, with the ωB97M-V functional and the def2-TZVPD basis.

Each line ends with the natural charge from an NBO analysis.
Element x y z (Å)
C  -1.498  1.752  0.830  0.642
C  -0.739  0.848  1.645  -0.403
C  -0.332  -0.271  1.051  0.069
C  -1.033  0.411  -1.212  0.802
C  2.447  -1.568  -0.761  -0.243
C  3.590  -1.881  -0.892  -0.196
H  -2.096  2.023  -1.171  0.435
H  -0.815  0.990  2.696  0.252
H  0.153  -1.072  1.655  0.220
H  -0.368  -1.639  -0.605  0.449
H  1.548  -1.101  -0.253  0.229
H  4.456  -2.276  -1.036  0.200
N  -1.429  1.526  -0.556  -0.650
N  -0.539  -0.606  -0.269  -0.659
O  -2.153  2.661  1.252  -0.567
O  -1.192  0.204  -2.373  -0.579

Force components x, y, z for each atom (eV/Å):
C 0.1 0.3 -0.3
C -0.4 -0.2 -0.8
C 0.5 -2.2 0.7
C 0.4 -2.7 2.1
C -1.9 1.5 2.0
C -4.3 1.4 0.4
H 0.7 0.2 0.9
H 0.5 0.1 0.5
H -0.5 0.6 -0.6
H -0.5 3.2 0.7
H 1.8 -1.0 -1.6
H 5.0 -2.0 -0.9
N -1.0 0.8 -0.9
N 0.2 -0.8 -1.6
O -0.7 0.9 0.2
O 0.2 -0.2 -0.9

Results
- HOMO-LUMO gap (eV) = 10.2010
- SMILES string = O=c1cc[nH]c(=O)[nH]1.C#C
- lowest unoccupied orbital energy (eV) = 0.50
- multiplicity = 1